{"formula": "C34H56BeN2O2P3", "method": "ωB97M-V/def2-TZVPD", "e_homo_ev": [-7.84, -7.94], "total_charge": 1, "mol_weight_g_mol": 626.8, "gap_ha": [0.1924, 0.2002], "symbols": ["C", "C", "C", "C", "C", "H", "H", "H", "N", "P", "P", "C", "H", "H", "C", "H", "C", "C", "C", "C", "C", "H", "H", "H", "C", "H", "H", "H", "C", "H", "H", "H", "C", "H", "H", "H", "C", "H", "H", "H", "C", "H", "H", "H", "C", "H", "H", "H", "C", "H", "H", "H", "C", "H", "H", "H", "C", "H", "H", "H", "C", "H", "H", "H", "C", "H", "H", "H", "Be", "C", "O", "N", "C", "C", "C", "C", "C", "H", "C", "H", "C", "H", "H", "H", "C", "P", "C", "C", "O", "H", "H", "H", "H", "H", "H", "H", "H", "H"], "positions_angstrom": [[-2.6824, -0.6713, -1.0324], [-1.4851, -2.1259, 0.4065], [-3.6290, -1.6577, -1.2427], [-2.3488, -3.1682, 0.1214], [-3.4697, -2.9150, -0.6608], [-4.4551, -1.4427, -1.9149], [-2.1413, -4.1553, 0.5472], [-4.1910, -3.7059, -0.8477], [-1.7921, -0.8487, -0.0196], [-0.8791, 1.1495, -2.1764], [-0.0736, -0.7056, 2.2117], [-2.5909, 0.5469, -1.9019], [-3.0461, 0.3215, -2.8808], [-3.1870, 1.3577, -1.4565], [-0.2495, -2.1563, 1.1489], [0.0497, -3.1230, 1.5540], [1.7488, -0.9929, 2.9027], [-1.3785, -0.9715, 3.5585], [-0.1798, 0.1810, -3.6472], [-1.2973, 2.9460, -2.6100], [2.7753, -0.2107, 2.0699], [2.5628, 0.8640, 2.0359], [3.7666, -0.3454, 2.5327], [2.8452, -0.5733, 1.0418], [1.8264, -0.5075, 4.3511], [1.5525, 0.5495, 4.4559], [1.2157, -1.1175, 5.0270], [2.8705, -0.6036, 4.6906], [2.1454, -2.4742, 2.8503], [3.1454, -2.5726, 3.3019], [1.4702, -3.1177, 3.4272], [2.2188, -2.8456, 1.8202], [-1.3242, 0.2518, 4.4921], [-1.4066, 1.1851, 3.9190], [-2.1807, 0.2002, 5.1783], [-0.4180, 0.2892, 5.1020], [-2.8067, -1.0070, 2.9848], [-3.0390, -0.0989, 2.4194], [-2.9897, -1.8936, 2.3694], [-3.4983, -1.0518, 3.8409], [-1.1171, -2.2939, 4.3072], [-0.5593, -3.0379, 3.7241], [-0.5993, -2.1319, 5.2618], [-2.0843, -2.7595, 4.5461], [0.0414, 3.6556, -2.8635], [-0.1281, 4.7434, -2.8796], [0.7740, 3.4301, -2.0739], [0.4728, 3.3752, -3.8349], [-2.0366, 3.5571, -1.3930], [-3.1241, 3.4327, -1.4926], [-1.7386, 3.1110, -0.4339], [-1.8403, 4.6387, -1.3539], [-2.2243, 3.0954, -3.8279], [-2.6372, 4.1147, -3.8072], [-1.6985, 2.9873, -4.7812], [-3.0721, 2.3989, -3.8012], [-0.3116, -1.3295, -3.3932], [0.0166, -1.8625, -4.3000], [0.3367, -1.6526, -2.5726], [-1.3448, -1.6294, -3.1738], [1.3171, 0.5320, -3.7545], [1.8476, 0.2599, -2.8314], [1.7498, -0.0422, -4.5882], [1.4816, 1.5986, -3.9564], [-0.9081, 0.4990, -4.9608], [-1.9993, 0.4178, -4.8623], [-0.6412, 1.4851, -5.3572], [-0.5949, -0.2433, -5.7116], [0.3815, 0.8632, -0.3573], [-1.0845, 0.2610, 0.7338], [-1.7439, 1.2800, 1.0480], [1.0909, -0.5589, -0.5714], [1.0417, -1.7471, -0.2340], [1.6886, -2.9717, -0.7090], [2.9163, -2.7786, -1.3561], [1.1318, -4.2591, -0.6148], [3.6299, -3.8736, -1.8357], [3.2827, -1.7542, -1.4591], [1.8552, -5.3553, -1.0933], [0.1402, -4.4001, -0.1891], [3.1040, -5.1661, -1.6983], [4.5979, -3.7123, -2.3148], [1.4370, -6.3602, -0.9931], [3.6664, -6.0252, -2.0704], [0.9998, 3.0179, 2.7088], [1.3199, 3.4392, 0.9972], [0.3281, 4.8718, 0.6001], [3.0487, 3.8118, 0.7259], [0.9564, 2.2556, 0.0740], [1.6412, 2.2038, 3.0617], [-0.0517, 2.7260, 2.8274], [1.1960, 3.9007, 3.3333], [0.7474, 5.7499, 1.1075], [0.3133, 5.0586, -0.4800], [-0.6990, 4.7230, 0.9579], [3.6765, 2.9967, 1.1101], [3.2360, 3.9262, -0.3511], [3.3207, 4.7445, 1.2369]], "forces_ev_per_angstrom": [[-0.1, 0.3, 0.6], [-0.5, 0.8, -0.1], [0.1, -0.6, -0.4], [0.2, -0.4, -0.2], [-0.1, 0.1, 0.1], [0.2, -0.2, -0.1], [-0.1, 0.4, -0.2], [0.1, 0.2, 0.1], [-0.4, -1.5, 0.7], [0.1, 0.4, -0.2], [-0.2, -1.2, 0.7], [-0.7, 0.0, 0.2], [0.0, -0.1, 0.4], [0.4, -0.1, -0.1], [1.5, -0.3, -0.8], [-0.4, 0.2, 0.1], [-0.2, 0.1, -0.1], [0.6, -0.1, 0.4], [-0.3, 0.4, -0.1], [0.1, -0.4, -0.2], [0.2, 0.0, -0.1], [0.0, -0.3, 0.0], [-0.3, 0.1, 0.0], [0.0, 0.1, 0.2], [0.2, 0.0, 0.2], [0.0, -0.3, 0.0], [0.1, 0.2, -0.2], [-0.2, 0.0, -0.1], [0.1, -0.1, 0.0], [-0.2, 0.0, -0.1], [0.2, 0.1, -0.2], [0.0, 0.1, 0.3], [-0.1, 0.0, 0.2], [-0.1, -0.2, 0.1], [0.2, 0.1, -0.1], [-0.2, 0.0, -0.1], [0.0, 0.1, -0.2], [0.0, -0.2, 0.0], [0.0, 0.2, 0.1], [0.2, 0.0, -0.2], [-0.3, -0.2, 0.4], [-0.2, 0.2, 0.1], [0.0, -0.1, -0.3], [0.2, 0.1, 0.1], [0.0, 0.3, 0.0], [0.1, -0.2, -0.1], [-0.2, 0.0, -0.3], [-0.1, 0.1, 0.3], [0.1, -0.1, 0.2], [0.3, 0.0, 0.0], [-0.1, 0.1, -0.2], [-0.1, -0.2, -0.1], [0.0, 0.4, -0.1], [0.0, -0.2, 0.0], [-0.2, 0.0, 0.3], [0.2, 0.2, 0.0], [0.1, -0.1, 0.2], [-0.1, 0.2, 0.2], [-0.2, 0.1, -0.2], [0.2, 0.0, -0.1], [0.0, 0.0, -0.1], [-0.1, 0.1, -0.2], [-0.1, 0.1, 0.2], [0.0, -0.3, 0.0], [0.2, -0.2, -0.3], [0.3, 0.1, -0.1], [-0.1, -0.3, 0.1], [-0.1, 0.2, 0.1], [-1.5, -0.6, 0.6], [2.3, 2.7, -2.8], [-1.6, 0.1, 0.7], [1.8, -2.9, -0.1], [-1.9, 2.2, 0.8], [0.3, -0.3, -0.5], [0.1, -0.3, 0.1], [0.5, 0.2, 0.0], [-0.1, -0.1, 0.0], [0.0, -0.4, 0.0], [0.0, 0.2, -0.1], [0.3, 0.0, 0.0], [-0.1, 0.2, 0.1], [-0.3, -0.1, 0.1], [0.2, 0.4, -0.1], [-0.2, 0.3, 0.1], [0.1, 0.4, 0.4], [-0.7, -1.8, -1.1], [0.0, 0.4, 0.2], [0.3, 0.3, 0.2], [0.7, 1.1, 0.8], [-0.1, 0.2, -0.2], [0.2, 0.0, -0.2], [-0.1, -0.2, -0.1], [-0.1, -0.1, -0.1], [0.1, -0.1, 0.3], [0.3, -0.1, -0.1], [-0.2, 0.2, -0.1], [-0.2, 0.0, 0.3], [0.0, -0.2, -0.1]]}